C8H24N2O4Sr2 as an isolated structure, computed with wB97M-V/def2-TZVPD.

Structure (XYZ):
```
40
Properties=species:S:1:pos:R:3:mulliken_charge:R:1
Sr 0.525 3.832 -0.258 1.738
Sr 3.624 2.125 -0.188 1.772
O 2.397 3.566 1.230 -0.922
H 2.621 4.415 1.637 0.163
O 1.351 1.454 -0.431 -1.013
H 0.740 0.713 -0.333 0.136
C -2.053 1.837 -4.285 -1.590
C -1.130 1.187 -3.268 0.673
C -0.404 -0.001 -3.835 -0.586
O -1.296 -1.044 -4.098 -0.349
C -1.420 -1.984 -3.036 -0.641
N -0.115 2.201 -2.761 -0.680
H -1.400 2.174 -5.111 0.387
H -2.618 2.716 -3.988 0.381
H -2.667 1.100 -4.800 0.378
H -1.753 0.848 -2.428 0.140
H 0.371 -0.340 -3.121 0.274
H 0.138 0.259 -4.748 0.369
H -2.218 -2.665 -3.301 0.274
H -1.609 -1.482 -2.079 0.243
H -0.480 -2.538 -2.919 0.282
H 0.384 1.686 -2.029 0.218
H -0.746 2.851 -2.276 0.300
C 0.768 -1.851 1.540 -1.265
C 0.626 -0.709 2.530 0.551
C 0.549 -1.205 3.942 -0.753
O -0.519 -2.082 4.063 -0.322
C -0.733 -2.488 5.400 -0.741
N 1.783 0.218 2.360 -0.673
H -0.109 -2.492 1.608 0.368
H 1.663 -2.421 1.785 0.296
H 0.774 -1.474 0.510 0.296
H -0.252 -0.111 2.233 0.138
H 0.581 -0.401 4.696 0.395
H 1.505 -1.737 4.144 0.350
H -1.011 -1.636 6.041 0.299
H 0.196 -2.878 5.835 0.316
H -1.551 -3.196 5.412 0.255
H 1.789 0.502 1.394 0.331
H 1.697 1.049 2.934 0.214
```

The calculation puts the HOMO energy at -13.799 eV. Its frontier orbital gap is 5.593 eV. Its total charge is +2.